1.
{
  "formula": "C16H34Br8NO4PSi",
  "method": "ωB97M-V/def2-TZVPD",
  "species": ["C", "C", "N", "C", "C", "Si", "C", "C", "O", "P", "O", "O", "C", "C", "O", "H", "H", "H", "H", "H", "H", "H", "H", "H", "H", "H", "H", "H", "H", "H", "H", "H", "H", "Br", "C", "C", "Br", "H", "H", "H", "H", "Br", "C", "C", "Br", "H", "H", "H", "H", "Br", "C", "C", "Br", "H", "H", "H", "H", "Br", "C", "C", "Br", "H", "H", "H", "H"],
  "coordinates": [[0.877, 0.917, 3.750], [-0.066, 2.104, 3.199], [-0.089, 2.036, 1.686], [-0.283, 3.385, 1.086], [-0.098, 3.422, -0.506], [1.685, 3.076, -1.110], [2.005, 1.283, -1.698], [0.804, 0.276, -1.454], [-0.253, 0.354, -2.114], [1.994, 4.370, -2.922], [0.474, 4.284, -3.748], [2.338, 5.971, -2.400], [-1.169, 1.104, 1.343], [-2.711, 1.464, 1.207], [-0.851, -0.105, 1.180], [0.535, -0.107, 3.377], [0.903, 0.910, 4.887], [1.936, 1.066, 3.348], [0.412, 3.074, 3.566], [-1.117, 1.956, 3.638], [-1.319, 3.799, 1.338], [0.472, 4.088, 1.590], [-0.344, 4.504, -0.821], [-0.860, 2.769, -1.059], [2.655, 3.412, -0.044], [2.195, 1.300, -2.836], [2.994, 0.932, -1.226], [0.941, -0.553, -0.667], [0.052, 3.472, -3.386], [2.556, 5.960, -1.442], [-3.284, 0.469, 1.263], [-3.006, 1.946, 0.223], [-3.088, 2.072, 2.107], [-0.487, -5.245, 0.609], [-2.140, -4.326, 0.140], [-2.290, -3.039, 0.912], [-2.848, -3.377, 2.750], [-2.954, -5.029, 0.312], [-2.059, -4.125, -0.929], [-3.083, -2.424, 0.483], [-1.373, -2.455, 0.961], [2.732, 5.414, -6.010], [4.420, 6.179, -6.612], [5.591, 5.545, -5.905], [5.778, 6.231, -4.090], [4.354, 7.255, -6.458], [4.460, 5.972, -7.683], [6.527, 5.802, -6.403], [5.513, 4.461, -5.829], [1.264, -7.011, -2.281], [2.986, -6.543, -1.496], [3.374, -7.513, -0.408], [2.389, -7.170, 1.239], [2.907, -5.513, -1.147], [3.696, -6.589, -2.323], [4.424, -7.389, -0.140], [3.194, -8.554, -0.676], [-4.767, -4.944, 5.951], [-6.048, -4.476, 4.558], [-7.407, -4.180, 5.140], [-8.341, -5.820, 5.628], [-6.054, -5.299, 3.844], [-5.633, -3.589, 4.078], [-8.046, -3.700, 4.397], [-7.367, -3.559, 6.033]],
  "atomic_forces_ev_per_a": [[-0.049, 0.058, -0.360], [0.976, -1.383, 0.967], [-1.538, 0.669, 0.200], [-0.475, 0.795, -0.193], [-0.876, 0.573, 0.660], [-1.299, -0.204, 0.578], [0.350, -1.278, -0.642], [-1.105, 0.339, -1.211], [2.936, -0.055, 1.878], [1.299, 0.478, -1.775], [0.819, -0.304, 1.824], [-0.874, -1.484, 0.748], [0.600, -3.428, -0.894], [-0.363, -0.455, 0.733], [-1.025, 3.810, 0.664], [0.291, 1.480, 0.529], [-0.067, 0.063, -1.424], [-1.415, -0.091, 0.593], [-0.968, -1.123, -0.777], [1.411, 0.540, -0.520], [1.163, -0.406, -0.258], [-0.993, -1.054, -0.853], [0.360, -1.539, 0.412], [0.976, 0.728, 0.904], [0.068, 0.120, -0.036], [-0.391, 0.037, 1.581], [-1.600, 0.319, -0.564], [-0.169, 1.159, -0.950], [-0.108, 0.762, -0.415], [-0.403, 0.193, -0.762], [1.108, 1.417, -0.155], [0.651, -0.330, 1.272], [0.698, -0.549, -1.490], [-0.208, 0.041, 0.036], [0.226, -0.045, -0.105], [-0.207, 0.052, -0.030], [0.090, 0.031, 0.018], [0.084, 0.141, 0.036], [-0.026, 0.066, 0.114], [0.100, -0.072, -0.008], [-0.151, -0.104, -0.015], [0.094, 0.205, -0.239], [-0.259, -0.175, -0.170], [0.244, 0.185, 0.070], [-0.034, -0.119, -0.046], [0.099, -0.157, 0.048], [0.080, 0.002, 0.108], [-0.123, 0.002, 0.007], [-0.100, 0.161, -0.029], [0.097, 0.040, 0.007], [-0.070, -0.106, -0.287], [0.134, 0.116, 0.267], [0.079, -0.133, -0.086], [0.001, -0.174, 0.058], [-0.022, -0.032, 0.124], [-0.097, 0.028, -0.081], [-0.035, 0.180, -0.039], [-0.045, -0.039, -0.109], [0.211, 0.196, 0.101], [-0.232, -0.112, -0.151], [0.034, 0.092, 0.064], [-0.077, 0.101, 0.122], [-0.085, -0.072, 0.036], [0.116, -0.046, 0.032], [0.093, -0.108, -0.120]],
  "relative_energy_kj_mol": 0.0,
  "max_force_ha_per_bohr": 0.078,
  "smiles": "CCN(CC[Si@@H](CC=O)P(O)O)C(C)=O.BrCCBr.BrCCBr.BrCCBr.BrCCBr",
  "gap_ha": 0.30109,
  "e_homo_ev": -7.86
}

=====

2.
{
  "formula": "C16H34F3N5O6PRu",
  "method": "ωB97M-V/def2-TZVPD",
  "species": ["Ru", "C", "N", "C", "C", "O", "C", "O", "C", "C", "O", "N", "C", "C", "H", "H", "H", "H", "H", "H", "H", "H", "H", "H", "H", "H", "H", "H", "H", "H", "F", "C", "F", "F", "C", "O", "O", "C", "N", "C", "P", "O", "N", "C", "C", "N", "C", "C", "H", "H", "H", "H", "H", "H", "H", "H", "H", "H", "H", "H", "H", "H", "H", "H", "H", "H"],
  "coordinates": [[0.480, 1.185, -0.541], [-0.672, 3.251, 4.422], [0.299, 2.966, 3.358], [1.656, 3.498, 3.541], [-0.036, 2.319, 2.272], [0.790, 2.099, 1.340], [-1.468, 1.838, 2.114], [-1.535, 1.049, 0.941], [-2.759, 1.064, 0.221], [-2.508, 1.620, -1.173], [-1.318, 1.693, -1.585], [-3.527, 1.970, -1.917], [-3.331, 2.457, -3.289], [-4.912, 1.846, -1.443], [-0.130, 3.652, 5.272], [-1.399, 3.996, 4.095], [-1.182, 2.346, 4.745], [1.589, 4.568, 3.731], [2.117, 3.008, 4.396], [2.244, 3.322, 2.649], [-1.764, 1.241, 2.981], [-2.129, 2.708, 2.055], [-3.110, 0.033, 0.117], [-3.524, 1.627, 0.755], [-2.273, 2.562, -3.494], [-3.777, 1.749, -3.986], [-3.825, 3.422, -3.391], [-5.133, 0.826, -1.133], [-5.113, 2.541, -0.628], [-5.571, 2.097, -2.268], [3.618, 3.655, -3.133], [3.301, 2.377, -3.280], [4.400, 1.638, -3.236], [2.706, 2.204, -4.465], [2.307, 1.939, -2.187], [2.375, 0.783, -1.700], [1.396, 2.731, -1.828], [2.054, -3.322, 1.972], [1.756, -2.174, 1.109], [2.804, -1.152, 1.157], [0.824, -2.260, -0.236], [0.290, -0.850, -0.556], [-0.370, -3.310, 0.130], [-1.257, -3.061, 1.262], [-0.927, -4.232, -0.859], [1.618, -2.775, -1.552], [2.511, -3.931, -1.442], [1.567, -2.158, -2.875], [2.072, -2.991, 3.011], [3.033, -3.744, 1.732], [1.305, -4.098, 1.865], [2.819, -0.683, 2.142], [2.648, -0.389, 0.396], [3.785, -1.597, 0.973], [-0.820, -2.330, 1.940], [-1.428, -3.986, 1.814], [-2.226, -2.689, 0.917], [-0.216, -4.407, -1.661], [-1.852, -3.837, -1.287], [-1.148, -5.185, -0.377], [2.379, -4.432, -0.484], [3.554, -3.626, -1.543], [2.280, -4.652, -2.228], [0.844, -1.347, -2.887], [1.274, -2.904, -3.616], [2.545, -1.757, -3.143]],
  "atomic_forces_ev_per_a": [[-0.190, -0.172, -0.128], [0.018, 0.003, -0.002], [-0.004, 0.005, 0.010], [-0.013, 0.001, 0.001], [-0.023, 0.008, -0.045], [0.105, -0.057, 0.007], [-0.002, -0.022, 0.060], [0.051, 0.094, -0.082], [-0.020, -0.055, 0.020], [0.011, -0.028, 0.021], [0.032, 0.045, 0.002], [-0.002, -0.063, -0.013], [-0.008, 0.013, 0.022], [0.012, 0.014, -0.020], [0.002, -0.001, -0.001], [-0.006, -0.002, 0.004], [-0.004, 0.001, -0.001], [0.002, 0.002, -0.003], [0.004, 0.004, 0.000], [0.006, -0.002, 0.002], [-0.014, 0.006, 0.000], [0.009, 0.008, -0.016], [-0.021, 0.007, 0.025], [0.004, 0.038, -0.022], [-0.002, 0.005, -0.003], [0.003, 0.001, -0.003], [0.003, 0.002, -0.006], [-0.001, 0.006, 0.017], [-0.004, 0.001, 0.004], [0.000, -0.010, -0.002], [-0.004, -0.018, -0.007], [0.005, 0.001, 0.001], [-0.016, 0.014, 0.001], [0.012, 0.005, 0.013], [0.025, 0.039, 0.008], [0.042, 0.019, 0.036], [-0.024, 0.000, 0.037], [-0.009, 0.091, 0.033], [0.036, -0.037, -0.036], [0.004, -0.027, 0.014], [-0.028, 0.047, -0.148], [-0.112, 0.110, 0.213], [0.005, 0.022, -0.059], [0.039, -0.022, 0.026], [-0.002, -0.024, -0.016], [0.162, -0.032, 0.076], [-0.032, 0.012, -0.009], [-0.037, -0.022, 0.015], [-0.009, -0.020, 0.002], [0.004, 0.011, 0.000], [-0.089, -0.014, -0.020], [0.001, 0.013, -0.003], [0.029, -0.022, 0.022], [0.002, 0.009, -0.003], [0.040, 0.010, 0.013], [0.008, 0.007, -0.003], [0.006, 0.002, -0.006], [-0.023, -0.003, 0.006], [0.000, -0.007, -0.001], [0.000, 0.002, 0.005], [0.020, 0.009, -0.011], [0.001, -0.008, -0.013], [0.009, -0.009, -0.008], [-0.001, -0.009, -0.008], [-0.007, 0.008, -0.017], [-0.004, -0.009, -0.001]],
  "relative_energy_kj_mol": 54.9,
  "max_force_ha_per_bohr": 0.006,
  "gap_ha": [0.34604, 0.24688],
  "multiplicity": 6,
  "charge": 2,
  "e_homo_ev": [-14.38, -14.38]
}

=====

3.
{
  "formula": "C16H34F3O8S",
  "method": "ωB97M-V/def2-TZVPD",
  "species": ["O", "H", "H", "H", "C", "C", "C", "O", "H", "H", "H", "H", "H", "H", "H", "C", "F", "F", "F", "S", "O", "O", "O", "C", "C", "C", "O", "C", "H", "H", "H", "H", "H", "H", "H", "H", "C", "C", "C", "O", "C", "H", "H", "H", "H", "H", "H", "H", "H", "C", "C", "C", "O", "C", "H", "H", "H", "H", "H", "H", "H", "H"],
  "coordinates": [[0.158, -0.233, 0.995], [-0.007, 0.708, 1.095], [-0.498, -0.637, 1.568], [0.041, -0.463, 0.070], [-2.867, -1.537, 0.363], [-2.760, -2.059, 1.813], [-2.006, -3.438, 1.906], [-2.109, -1.064, 2.603], [-1.933, -1.483, -0.197], [-3.173, -0.499, 0.233], [-3.592, -2.211, -0.092], [-3.783, -2.077, 2.189], [-2.213, -3.905, 2.868], [-0.930, -3.486, 1.742], [-2.469, -4.144, 1.217], [-3.637, 3.010, 0.617], [-3.075, 3.836, -0.255], [-4.713, 3.602, 1.153], [-4.016, 1.840, 0.037], [-2.342, 2.558, 2.006], [-1.152, 1.918, 1.394], [-1.968, 3.809, 2.696], [-3.034, 1.642, 2.958], [-0.330, 2.063, -3.243], [0.972, 1.386, -3.551], [0.772, 0.076, -2.784], [0.374, 0.607, -1.555], [-0.483, 1.763, -1.733], [-1.064, 1.587, -3.893], [-0.407, 3.140, -3.395], [1.734, 2.021, -3.100], [1.077, 1.260, -4.629], [1.736, -0.427, -2.705], [0.010, -0.582, -3.200], [-0.229, 2.556, -1.030], [-1.522, 1.626, -1.436], [2.929, 3.824, 2.327], [3.818, 2.824, 1.568], [2.846, 1.635, 1.343], [1.634, 1.959, 1.963], [1.464, 3.377, 2.036], [3.049, 4.835, 1.937], [3.186, 3.754, 3.384], [4.762, 2.567, 2.048], [4.186, 3.277, 0.648], [3.251, 0.709, 1.752], [2.735, 1.489, 0.269], [0.676, 3.624, 2.747], [1.132, 3.768, 1.074], [1.970, -4.408, -1.397], [0.536, -4.772, -1.223], [-0.241, -3.454, -1.486], [0.598, -2.494, -0.861], [1.959, -3.026, -0.793], [2.225, -4.384, -2.457], [2.676, -5.030, -0.847], [0.461, -4.988, -0.158], [0.279, -5.647, -1.820], [-1.274, -3.500, -1.143], [-0.258, -3.346, -2.570], [2.182, -2.957, 0.272], [2.660, -2.396, -1.340]],
  "atomic_forces_ev_per_a": [[2.296, -0.437, -0.455], [-0.466, 1.892, 0.444], [-2.879, -1.522, 2.109], [-0.101, -0.300, -1.008], [-0.207, -0.452, -0.086], [2.907, 2.859, 1.053], [-1.740, -0.181, -0.053], [0.847, -1.538, -1.457], [0.401, -0.831, -0.023], [-0.654, -0.066, 0.812], [-0.024, 0.048, -0.929], [-0.453, -0.920, 0.038], [0.180, 0.290, 0.326], [0.048, 0.741, -0.096], [-0.050, -0.310, -0.523], [1.134, -1.402, 2.063], [-0.244, -0.007, -0.700], [0.351, -0.248, -0.447], [0.082, 1.232, -0.173], [0.218, -1.704, 4.794], [-1.365, 1.082, -1.081], [-0.566, -0.258, -1.814], [0.397, 2.028, -2.842], [-0.694, 0.632, 0.607], [-0.401, 0.080, -0.934], [0.959, 1.448, -0.484], [-0.756, -0.314, 1.966], [-0.540, -0.174, -0.801], [-0.552, 0.021, 0.432], [0.313, 0.001, -0.265], [0.611, -0.547, -0.181], [0.435, 0.045, -0.002], [-0.221, -0.337, 0.425], [-0.014, -0.067, -0.253], [0.887, 0.064, -0.274], [-0.114, -0.924, -0.157], [-0.403, 0.371, -0.071], [-0.255, 0.298, -0.327], [0.979, 0.415, -0.304], [-0.687, -0.355, 0.220], [1.481, -0.633, -0.055], [0.291, 0.141, 0.375], [-0.354, 0.314, 0.079], [-0.302, -0.172, 0.608], [-0.428, -0.116, -0.403], [-0.265, -0.061, 0.185], [-0.325, -0.109, -0.267], [0.290, -0.177, 0.177], [0.011, 0.047, -0.294], [0.271, 0.525, -0.007], [-0.775, -0.548, 0.676], [1.143, -1.808, -0.471], [0.099, 0.006, -0.430], [-0.320, 1.253, 0.177], [0.260, 0.086, -0.022], [-0.098, -0.237, -0.200], [-0.615, -0.353, 0.069], [-0.452, 0.115, 0.064], [0.285, 0.482, 0.491], [-0.071, 0.524, -0.337], [0.373, -0.395, -0.021], [-0.161, 0.464, 0.060]],
  "max_force_ha_per_bohr": 0.099,
  "gap_ha": 0.19679,
  "charge": -1,
  "e_homo_ev": -2.98
}